Record 1
This record from OMol25 describes 4 unconnected molecules or ions with the total composition C6H23N2O3 in a non-equilibrium geometry. The level of theory is the ωB97M-V functional and the def2-TZVPD basis.

```
34
Properties=species:S:1:pos:R:3:mulliken_charge:R:1
C -1.874 -0.070 -2.708 -1.52
C -1.040 0.691 -1.724 0.52
C -1.982 1.307 -0.639 -0.92
C -1.761 1.029 0.920 -0.66
C -1.952 -0.358 1.612 -0.78
N -0.485 -0.758 1.930 -0.32
C -0.277 -2.069 2.509 -1.06
N 0.084 -0.174 -0.996 0.13
H -2.439 0.448 -3.519 0.37
H -2.650 -0.706 -2.271 0.38
H -1.173 -0.726 -3.246 0.37
H -0.702 1.621 -2.134 0.19
H -1.945 2.330 -0.893 0.46
H -3.059 0.958 -0.839 0.30
H -2.269 1.808 1.560 0.50
H -0.696 1.542 1.102 0.19
H -2.718 -0.141 2.407 0.36
H -2.413 -1.018 0.955 0.43
H -0.320 -0.090 2.680 0.27
H -0.502 -2.116 3.551 0.39
H 0.745 -2.344 2.268 0.30
H -0.840 -2.898 2.022 0.30
H -0.049 -0.631 -0.101 0.07
H 0.891 0.458 -0.770 0.46
H 0.306 -0.920 -1.533 0.33
H 2.579 1.632 -1.693 0.23
H 3.007 1.515 -0.227 0.30
O 2.326 1.238 -0.866 -0.59
H 1.770 -2.286 -2.027 0.34
H 3.138 -1.469 -1.440 0.33
O 2.195 -1.775 -1.223 -0.67
H 2.771 0.285 1.938 0.30
H 2.993 1.740 1.946 0.28
O 2.942 1.081 1.327 -0.59
```

* multiplicity: 1
* net charge: +1
* LUMO: -0.098 Ha
* energy relative to the best compared isomer or geometry (same formula, charge and spin): 3.5443 eV
* frontier orbital gap: 10.27 eV
* electronic energy: -577.30854 Ha

Record 2
This record from OMol25 describes 5 unconnected molecules or ions with the total composition C6H23O5 in a non-equilibrium geometry. The level of theory is the ωB97M-V functional and the def2-TZVPD basis.

```
34
Properties=species:S:1:pos:R:3:mulliken_charge:R:1
O -18.264 -5.656 2.453 0.22
H -18.898 -5.036 2.821 -0.05
H -17.441 -5.569 2.939 0.63
H -18.538 -6.576 2.462 0.30
C -17.308 -5.141 6.466 -1.06
C -16.080 -5.236 5.594 0.55
C -15.448 -6.605 5.855 -1.58
O -16.457 -5.170 4.213 -0.88
H -18.083 -4.408 6.241 0.07
H -16.898 -4.930 7.454 0.46
H -17.853 -6.075 6.609 0.33
H -15.392 -4.410 5.773 0.28
H -14.825 -6.656 6.749 0.38
H -14.715 -6.946 5.123 0.39
H -16.174 -7.413 5.941 0.38
H -16.602 -4.235 4.051 0.21
C -20.471 -3.537 4.823 -1.18
O -20.121 -4.283 3.688 -0.09
H -20.813 -4.158 5.651 0.27
H -19.624 -2.998 5.247 0.02
H -21.337 -2.909 4.615 0.50
H -20.441 -3.724 2.977 0.26
C -18.930 -9.031 2.292 -0.98
O -19.617 -7.841 2.743 -0.30
H -17.889 -9.088 2.612 0.27
H -19.434 -9.976 2.495 0.29
H -18.785 -9.100 1.214 0.34
H -20.570 -7.909 2.840 0.17
C -16.311 -2.517 2.361 -1.08
O -17.063 -2.552 3.485 -0.22
H -15.299 -2.501 2.765 0.28
H -16.324 -3.342 1.648 0.19
H -16.502 -1.585 1.829 0.39
H -17.600 -1.765 3.370 0.23
```

* multiplicity: 2
* net charge: 0
* LUMO (alpha / beta): 0.022 / 0.019 Ha
* energy relative to the best compared isomer or geometry (same formula, charge and spin): 0.6055 eV
* frontier orbital gap (alpha / beta): 3.01 / 11.05 eV
* electronic energy: -618.36245 Ha
* expectation value of S²: 0.750

Record 3
This record from OMol25 describes a molecular structure, C6H24F3HfN12O6 in a non-equilibrium geometry. The level of theory is the ωB97M-V functional and the def2-TZVPD basis.

```
52
Properties=species:S:1:pos:R:3:mulliken_charge:R:1
Hf -0.012 -0.255 0.022 3.59
F 0.329 -1.787 -1.740 -0.80
F -0.314 -2.359 1.141 -0.79
F -0.134 2.035 0.531 -0.78
C -2.543 0.638 2.395 0.40
O -1.774 0.082 1.614 -0.51
N -3.384 -0.044 3.105 -0.40
N -2.540 1.817 2.955 -0.48
H -4.031 0.489 3.670 0.16
H -3.030 -0.908 3.490 0.24
H -2.115 2.527 2.376 0.25
H -3.243 2.262 3.528 0.22
C 3.208 -1.878 -0.002 0.61
O 2.228 -1.252 0.370 -0.39
N 4.416 -1.429 -0.177 -0.44
N 3.127 -3.067 -0.532 -0.42
H 5.116 -2.086 -0.492 0.15
H 4.603 -0.514 0.208 0.26
H 3.865 -3.540 -1.035 0.14
H 2.321 -3.645 -0.341 0.24
C 1.279 0.350 3.417 0.51
O 0.784 0.139 2.331 -0.55
N 1.909 1.355 3.738 -0.40
N 1.253 -0.495 4.332 -0.45
H 1.993 2.125 3.090 0.26
H 2.110 1.441 4.724 0.15
H 0.529 -1.195 4.252 0.26
H 1.738 -0.321 5.200 0.14
C 2.434 1.460 -2.004 0.43
O 1.919 0.812 -1.154 -0.70
N 2.307 1.122 -3.144 -0.23
N 3.350 2.410 -1.899 -0.43
H 1.709 0.375 -3.468 0.18
H 2.521 1.904 -3.746 0.16
H 3.667 2.764 -1.008 0.25
H 3.744 2.783 -2.752 0.11
C -1.113 1.358 -3.051 0.37
O -0.732 0.817 -1.969 -0.33
N -0.726 0.824 -4.160 -0.36
N -2.022 2.337 -3.212 -0.46
H -0.012 0.115 -4.077 0.21
H -1.067 1.091 -5.073 0.20
H -1.711 3.012 -3.896 0.22
H -2.499 2.647 -2.377 0.27
C -3.280 -1.766 -0.633 0.54
O -2.252 -1.119 -0.604 -0.56
N -3.484 -2.695 0.184 -0.38
N -4.216 -1.542 -1.464 -0.42
H -2.736 -2.892 0.834 0.24
H -4.377 -3.166 0.198 0.16
H -4.021 -1.104 -2.353 0.22
H -5.090 -2.033 -1.339 0.14
```

* multiplicity: 1
* net charge: +1
* LUMO: -0.066 Ha
* energy relative to the best compared isomer or geometry (same formula, charge and spin): 7.8158 eV
* frontier orbital gap: 9.78 eV
* electronic energy: -1699.22212 Ha